This record from the Open Molecules 2025 dataset describes C46H47FeN8OS3 as an isolated structure in a non-equilibrium geometry. The level of theory is wB97M-V/def2-TZVPD.

net charge	+2
energy	-129301.6976	eV
spin multiplicity	6
LUMO energy (spin up / spin down)	-4.754 / -4.783	eV
orbital gap (spin up / spin down)	6.3071 / 7.6655	eV
maximum force	5.43	eV Å⁻¹
⟨S²⟩	8.767
HOMO (spin up / spin down)	-0.4065 / -0.4575	Eh
ΔE to the lowest compared entry with this formula, charge and spin	188.87	kJ/mol

Atoms and positions in Å:
Fe -1.39776 -0.44475 1.69090
N -4.87351 -2.31649 2.78861
C -4.30782 -3.58014 2.50839
C -3.08034 -3.32440 2.04214
N -2.84194 -1.90655 1.97907
C -4.02952 -1.35275 2.41327
C -4.04619 0.11920 2.52165
N -2.88360 0.74571 2.22328
C -3.01489 2.08142 2.59018
C -4.21935 2.25341 3.18481
N -4.86593 1.00464 3.13058
H -5.84046 -2.18446 3.02692
H -4.91002 -4.50625 2.67642
H -2.44988 -4.07729 1.56571
H -2.23743 2.80933 2.39909
H -4.75626 3.13286 3.50330
H -5.84560 0.86403 3.33798
N -0.47695 1.22816 1.42804
S 0.75636 1.77568 0.70469
N 0.74392 1.64479 -0.87847
S 0.64434 0.72313 -2.20893
N 0.00429 -0.66849 -2.07124
S -0.87707 -1.66449 -1.15173
N -0.93509 -1.29947 0.25637
C -2.29169 -1.80223 -2.15535
C -1.99269 -2.21548 -3.43479
C -2.93359 -2.03066 -4.51243
C -4.15261 -1.47034 -4.20792
C -4.50593 -1.24066 -2.83696
C -3.57330 -1.35877 -1.83874
C -0.08294 -3.25088 -1.47366
C -0.86092 -4.42887 -1.40916
C -0.32609 -5.67125 -1.53989
C 1.03306 -5.77589 -1.76111
C 1.86498 -4.63280 -1.80920
C 1.32228 -3.36602 -1.63341
C 2.33763 0.49093 -2.74998
C 2.65107 -0.23924 -3.89005
C 3.99613 -0.51416 -4.35863
C 5.01601 -0.05037 -3.55947
C 4.68264 0.72984 -2.45186
C 3.42398 1.08541 -2.04649
C 0.04349 1.85374 -3.45801
C 0.07818 1.55952 -4.83424
C -0.04152 2.55572 -5.82566
C -0.44384 3.79852 -5.52025
C -0.57334 4.09593 -4.18077
C -0.51033 3.11670 -3.15513
C 0.90513 3.62238 0.84644
C 1.44746 4.34119 -0.18946
C 1.46745 5.77194 -0.22261
C 0.80883 6.48433 0.75428
C 0.22998 5.73631 1.84463
C 0.33526 4.36960 1.90338
C 2.32202 1.26746 1.50088
C 3.00611 2.01312 2.45741
C 4.08330 1.50785 3.13980
C 4.63146 0.25366 2.76453
C 3.96981 -0.48821 1.79786
C 2.80316 -0.01583 1.17447
H -1.09174 -2.85034 -3.61534
H -2.65563 -2.36500 -5.49299
H -4.87880 -1.14558 -4.95489
H -5.52779 -0.96829 -2.53227
H -3.68762 -1.03225 -0.79307
H -1.95611 -4.34630 -1.30953
H -0.98419 -6.57897 -1.52588
H 1.46649 -6.75288 -1.95803
H 2.90947 -4.67865 -2.05257
H 2.02059 -2.59331 -1.66537
H 1.76761 -0.64926 -4.41069
H 4.18725 -1.16308 -5.20373
H 6.03508 -0.27543 -3.82596
H 5.49631 0.89558 -1.71773
H 3.15237 1.81954 -1.35850
H 0.24991 0.52214 -5.14985
H 0.21113 2.25496 -6.87940
H -0.66488 4.47609 -6.30969
H -0.86200 5.11326 -3.89727
H -0.65283 3.40971 -2.07590
H 1.92349 3.78418 -1.02256
H 1.97055 6.18505 -1.07132
H 0.71963 7.57424 0.76304
H -0.23480 6.28304 2.69142
H -0.02652 3.74715 2.73869
H 2.63531 3.05594 2.72124
H 4.62809 2.01360 3.95599
H 5.42537 -0.17699 3.31159
H 4.34573 -1.50237 1.61281
H 2.22017 -0.55612 0.39397
C 1.15551 -0.10242 5.12220
C -0.13665 -0.35673 4.43038
C -1.18351 -0.97379 5.39068
C -0.04866 -1.23754 3.15995
H 1.06643 0.58405 5.92523
H 1.98524 0.26762 4.53357
H 1.56150 -0.97539 5.65505
H -0.47374 0.65489 4.11209
H -1.62439 -0.15362 6.01657
H -0.75307 -1.70650 6.10640
H -1.99054 -1.49985 4.82629
H -0.53332 -2.21937 3.13257
H 0.96731 -1.31662 2.70783
O 2.48368 -3.47057 2.10665
H 2.94223 -4.24182 1.75717
H 2.01044 -3.91135 2.86170

Löwdin atomic charge list, values in e, 2 entries: atom 1 (Fe): 0.6559, atom 2 (N): 0.1192



This record from the Open Molecules 2025 dataset describes C46H48N3NiSb as an isolated structure in a non-equilibrium geometry. The level of theory is wB97M-V/def2-TZVPD.

net charge	-2
energy	-100525.4573	eV
spin multiplicity	3
LUMO energy (spin up / spin down)	4.178 / 4.178	eV
orbital gap (spin up / spin down)	3.7647 / 4.1272	eV
maximum force	3.72	eV Å⁻¹
⟨S²⟩	2.035
HOMO (spin up / spin down)	0.0152 / 0.0019	Eh

Atoms and positions in Å:
Ni -1.58859 0.34822 -1.46546
N -2.87271 -3.21350 1.95120
N -3.24632 2.60854 -0.23014
C 0.27780 0.01573 -3.17130
C -0.98913 -0.71404 -3.20922
C -0.70862 -1.96775 -2.48618
C -1.54327 -3.08739 -2.45188
H -2.59118 -2.98142 -2.74562
H -1.86285 -3.27635 -0.56353
H -1.09961 -4.07625 -2.46445
C 0.54079 -1.81481 -1.82129
C 1.06557 -2.78711 -0.84354
H 1.24193 -3.78533 -1.26475
H 0.30975 -2.91778 -0.06747
H 1.98708 -2.44822 -0.35931
C 1.13125 -0.61004 -2.22801
C 2.46726 -0.12677 -1.77934
H 2.52660 -0.11640 -0.67795
H 2.65789 0.88777 -2.14645
H 3.28441 -0.77151 -2.14618
C -1.91952 -0.70987 -4.37481
H -1.55634 -1.36039 -5.19000
H -2.03441 0.29557 -4.79006
H -2.91524 -1.07017 -4.09247
C 0.71967 0.96436 -4.21759
H 1.46847 1.65124 -3.80657
H -0.13561 1.55460 -4.56783
H 1.17919 0.47004 -5.09507
C -3.20743 -2.95807 3.22102
H -3.43259 -3.80312 3.85757
C -3.27462 -1.68938 3.81303
H -3.59592 -1.60312 4.84741
C -2.90697 -0.61141 3.01220
H -2.82080 0.37965 3.45993
C -2.55264 -0.81364 1.70749
H -2.08836 -0.01199 1.08947
C -2.55990 -2.14272 1.15418
C -2.23647 -2.30110 -0.17812
H -2.47838 -1.40167 -0.80162
C -2.29346 2.18972 -1.05803
C -4.17192 3.33397 -0.94867
H -5.21361 3.49798 -0.69282
C -3.52825 3.78616 -2.07506
H -3.81873 4.47909 -2.83448
N -2.27666 3.16582 -2.08687
C -1.28666 3.41091 -3.03088
C -1.67197 3.68522 -4.36519
C -0.80877 4.46119 -5.15374
H -1.18657 4.76455 -6.14041
C 0.46763 4.82456 -4.70452
C 1.32883 5.66384 -5.58772
H 2.37950 5.45815 -5.39849
H 1.16406 6.73036 -5.41327
H 1.10581 5.46200 -6.63612
C 0.88454 4.42262 -3.42732
H 1.88290 4.68770 -3.04756
C 0.02702 3.68916 -2.58444
C 0.50837 3.28132 -1.22259
H -0.09177 3.70207 -0.39983
H 1.54457 3.64555 -1.11824
H 0.52331 2.18239 -1.08305
C -2.98423 3.22456 -4.94728
H -3.88101 3.67756 -4.50107
H -3.13348 2.13154 -4.93589
H -2.97476 3.53468 -6.00227
C 5.88915 -1.32574 3.32972
C 5.36959 -1.91759 2.17045
C 4.03156 -1.70550 1.81270
C 3.20280 -0.95430 2.65387
C 3.71260 -0.36037 3.81356
C 5.06516 -0.53599 4.14351
Sb 1.08156 -0.96783 2.19132
C 0.97898 -3.10050 2.80282
C 0.07052 -3.93752 2.15264
C -0.10999 -5.25174 2.58520
C 0.73460 -5.79636 3.56079
C 1.69766 -4.98376 4.17059
C 1.80774 -3.63488 3.79527
C 0.40931 0.00624 3.99690
C 0.11164 -0.76556 5.12070
C -0.19668 -0.13314 6.33210
C -0.23936 1.26384 6.40699
C 0.00053 2.03241 5.25993
C 0.31089 1.40334 4.04702
H 6.93657 -1.48139 3.59519
H 5.99942 -2.54677 1.53798
H 3.64079 -2.16424 0.90053
H 3.06812 0.21856 4.47941
H 5.46335 -0.05979 5.04263
H -0.51947 -3.57556 1.30755
H -0.91672 -5.84474 2.15224
H 0.64500 -6.84636 3.84420
H 2.36347 -5.38660 4.93829
H 2.57226 -3.02484 4.28037
H 0.12248 -1.85610 5.06651
H -0.40234 -0.74440 7.21256
H -0.46660 1.75185 7.35700
H -0.05073 3.12243 5.30697
H 0.48126 2.00577 3.15103

Löwdin atomic charge list, values in e, 2 entries: atom 1 (Ni): 0.4452, atom 2 (N): 0.0478